1.
DFT (ωB97M-V/def2-TZVPD) results for a molecular structure, C42H101F2N3O15S9 in a non-equilibrium geometry.

- Highest occupied orbital energy: -8.12 eV
- Net charge: 0

Last column: Mulliken charge in e.
Positions of all 172 atoms, in Å:
1 C -0.42 2.21 2.62  -1.0884
2 C -0.74 0.83 3.20  -0.7398
3 C -0.71 -0.34 2.18  1.9360
4 C -1.98 -1.18 2.40  -1.5046
5 C -3.24 -0.68 1.74  -0.4358
6 F -3.48 0.68 1.95  -0.3335
7 C -0.62 0.15 0.74  1.0773
8 C -0.69 -0.99 -0.29  -0.5556
9 C -1.56 -0.73 -1.48  -0.2070
10 O -2.01 -1.60 -2.17  -0.7509
11 O -1.81 0.59 -1.76  -0.3934
12 O 0.35 -1.30 2.39  -0.7217
13 C 1.60 -0.82 2.73  1.8979
14 F 1.77 0.50 2.36  0.1840
15 C 1.91 -0.95 4.25  -1.6644
16 N 0.83 -1.59 5.01  -0.3332
17 C 2.64 -1.63 1.92  -1.9231
18 C 2.42 -3.14 1.96  -0.6601
19 C 3.71 -3.94 2.23  -0.8731
20 N 3.75 -5.18 1.43  -0.3747
21 O 2.67 -1.16 0.60  0.2418
22 C 3.86 -0.53 0.13  0.1288
23 C 3.86 -0.56 -1.41  -2.1488
24 C 3.19 0.65 -2.07  -0.3310
25 C 1.71 0.80 -1.72  3.2577
26 N 1.28 2.22 -1.67  -0.3363
27 C 4.01 0.87 0.71  0.3552
28 C 5.36 1.55 0.50  -0.4820
29 C 5.65 2.52 1.66  -1.3654
30 C 4.41 3.37 1.97  0.9534
31 C 4.66 4.76 2.57  -0.9411
32 O 4.10 5.79 1.71  -0.4139
33 C 2.76 5.95 1.86  0.2272
34 C 1.96 5.75 0.62  0.7457
35 O 2.27 6.25 2.92  -0.5265
36 H -1.24 2.59 2.01  0.3621
37 H 0.47 2.19 1.99  -0.4112
38 H -0.22 2.91 3.44  0.5847
39 H -0.06 0.66 4.03  0.2520
40 H -1.73 0.89 3.64  0.5731
41 H -2.15 -1.30 3.46  0.8021
42 H -1.82 -2.19 2.01  0.4412
43 H -3.27 -0.86 0.66  0.0643
44 H -4.10 -1.22 2.16  0.4926
45 H -1.36 0.92 0.54  0.9907
46 H 0.34 0.64 0.60  -1.3535
47 H -0.99 -1.94 0.16  1.0503
48 H 0.30 -1.16 -0.71  -0.3429
49 H -2.73 0.80 -1.57  0.2993
50 H 2.06 0.06 4.64  0.5380
51 H 2.81 -1.56 4.35  0.3874
52 H 0.59 -1.07 5.83  0.2309
53 H 1.08 -2.53 5.28  0.2547
54 H 3.60 -1.42 2.41  0.6707
55 H 1.71 -3.40 2.74  0.5471
56 H 2.03 -3.48 1.00  -0.0771
57 H 4.59 -3.33 2.00  0.3292
58 H 3.77 -4.20 3.29  0.4195
59 H 3.85 -6.00 2.01  0.2023
60 H 4.50 -5.16 0.76  0.1992
61 H 4.75 -1.10 0.45  0.7131
62 H 3.40 -1.48 -1.75  0.6133
63 H 4.91 -0.57 -1.71  0.6231
64 H 3.27 0.51 -3.16  0.6409
65 H 3.72 1.58 -1.86  -0.4092
66 H 1.13 0.26 -2.48  -0.7790
67 H 1.53 0.35 -0.74  -2.3602
68 H 0.75 2.40 -0.83  -0.1147
69 H 0.69 2.43 -2.46  0.3258
70 H 3.89 0.76 1.80  0.5573
71 H 3.18 1.50 0.38  -0.5684
72 H 6.14 0.79 0.44  0.4514
73 H 5.38 2.17 -0.39  -0.1033
74 H 6.50 3.16 1.39  0.5937
75 H 5.96 1.96 2.55  0.3023
76 H 3.76 2.82 2.65  -0.1584
77 H 3.87 3.54 1.03  -0.1574
78 H 4.20 4.85 3.55  0.4231
79 H 5.72 4.97 2.69  0.4732
80 H 1.14 6.47 0.60  0.2724
81 H 2.56 5.83 -0.29  -0.0948
82 H 1.51 4.75 0.65  -0.1187
83 C -0.36 -0.56 -4.92  0.4285
84 S 0.67 -2.03 -4.84  0.3560
85 O 1.76 -1.75 -3.87  -0.4248
86 C 1.36 -1.86 -6.48  -1.0797
87 H -0.86 -0.45 -3.96  -0.5702
88 H 0.27 0.31 -5.11  0.4810
89 H -1.10 -0.68 -5.71  -0.2047
90 H 1.86 -0.89 -6.56  0.2908
91 H 0.56 -1.94 -7.22  0.3952
92 H 2.08 -2.66 -6.63  0.3790
93 C 1.68 8.20 3.08  -0.5970
94 S -0.05 8.21 2.66  0.2321
95 O -0.19 7.37 1.42  -0.5528
96 C -0.12 9.92 2.12  -1.0513
97 H 1.95 7.19 3.40  0.0123
98 H 2.27 8.47 2.21  0.1949
99 H 1.86 8.90 3.90  0.5708
100 H 0.59 10.08 1.31  0.3152
101 H 0.10 10.57 2.96  0.3991
102 H -1.13 10.12 1.76  0.3380
103 C -0.67 5.62 -0.36  -0.4073
104 S -2.17 4.83 0.21  0.2893
105 O -2.06 3.38 -0.15  -0.5286
106 C -3.25 5.57 -1.02  -1.0902
107 H 0.15 5.25 0.25  -0.9487
108 H -0.51 5.34 -1.41  0.6226
109 H -0.75 6.69 -0.25  0.6538
110 H -2.90 5.31 -2.02  0.2727
111 H -3.27 6.65 -0.89  0.4078
112 H -4.25 5.16 -0.87  0.3769
113 C 2.38 -8.97 -2.33  -0.9806
114 S 2.67 -7.59 -1.21  0.5540
115 O 2.82 -8.18 0.15  -0.6241
116 C 1.02 -6.90 -1.30  -0.6944
117 H 3.29 -9.55 -2.37  0.3246
118 H 1.56 -9.58 -1.95  0.2944
119 H 2.15 -8.58 -3.32  0.3554
120 H 0.30 -7.65 -0.99  0.3508
121 H 0.83 -6.57 -2.33  0.3455
122 H 0.99 -6.04 -0.63  0.0702
123 C -3.84 1.24 -8.87  -0.9955
124 S -2.82 0.25 -7.77  0.5867
125 O -2.23 -0.84 -8.59  -0.6182
126 C -4.17 -0.46 -6.83  -0.6479
127 H -3.17 1.75 -9.57  0.3400
128 H -4.53 0.59 -9.41  0.3010
129 H -4.38 1.98 -8.28  0.3523
130 H -4.84 -1.00 -7.51  0.3304
131 H -4.71 0.33 -6.31  0.4191
132 H -3.74 -1.16 -6.11  -0.0493
133 C -5.69 -2.95 5.82  -0.8934
134 S -4.09 -2.20 6.13  0.4366
135 O -3.25 -2.48 4.93  -0.5557
136 C -3.58 -3.36 7.40  -1.0176
137 H -6.17 -2.40 5.02  0.3745
138 H -5.55 -3.99 5.53  0.1690
139 H -6.31 -2.89 6.72  0.4068
140 H -3.59 -4.37 6.99  0.2964
141 H -4.25 -3.29 8.25  0.3994
142 H -2.57 -3.09 7.70  0.3162
143 C -4.30 -5.61 -7.01  -1.0124
144 S -2.83 -4.58 -6.81  0.6588
145 O -1.66 -5.50 -6.81  -0.6657
146 C -3.15 -4.13 -5.10  -0.6941
147 H -4.27 -6.03 -8.02  0.3364
148 H -4.29 -6.41 -6.27  0.3084
149 H -5.19 -4.99 -6.90  0.3295
150 H -3.21 -5.04 -4.49  0.4865
151 H -4.08 -3.56 -5.04  0.3283
152 H -2.32 -3.52 -4.76  -0.0555
153 C 5.08 5.94 -1.93  -0.8300
154 S 4.60 4.38 -2.69  0.8023
155 O 5.46 3.34 -2.07  -0.7146
156 C 5.28 4.72 -4.31  -1.2303
157 H 4.79 5.90 -0.88  -0.0213
158 H 6.16 6.05 -2.01  0.4497
159 H 4.56 6.76 -2.44  0.3999
160 H 6.34 4.93 -4.22  0.3318
161 H 4.75 5.57 -4.75  0.3816
162 H 5.12 3.84 -4.92  0.3701
163 C -10.18 -6.19 6.00  -0.9510
164 S -8.60 -5.93 6.81  0.4724
165 O -8.34 -4.47 6.79  -0.5693
166 C -7.60 -6.66 5.51  -0.9145
167 H -10.95 -5.76 6.64  0.3164
168 H -10.18 -5.69 5.04  0.3055
169 H -10.36 -7.26 5.89  0.3717
170 H -7.77 -6.13 4.58  0.3026
171 H -7.85 -7.72 5.41  0.3979
172 H -6.55 -6.56 5.81  0.2691

---

2.
DFT (ωB97M-V/def2-TZVPD) results for 9 unconnected molecules or ions with the total composition C42H102Cl6N6 in a non-equilibrium geometry.

- Highest occupied orbital energy: -8.19 eV
- Net charge: 0

Last column: Mulliken charge in e.
Positions of all 156 atoms, in Å:
1 C 1.60 4.79 2.13  -0.4563
2 C 2.75 5.34 2.88  -1.3483
3 N 4.08 4.78 2.45  0.9494
4 C 4.93 4.61 3.61  -0.5155
5 C 4.69 3.25 4.23  -1.0560
6 C 4.60 5.64 1.41  -0.7479
7 C 5.85 5.07 0.75  -1.4022
8 H 1.64 3.71 2.24  0.0790
9 H 1.64 5.04 1.07  0.0080
10 H 0.68 5.26 2.43  0.4675
11 H 2.85 6.45 2.93  0.3400
12 H 2.59 5.03 3.89  0.5525
13 H 5.97 4.65 3.24  0.2854
14 H 4.91 5.40 4.41  0.2831
15 H 3.70 3.14 4.71  0.2887
16 H 4.75 2.46 3.48  0.1161
17 H 5.33 2.94 5.05  0.4716
18 H 4.74 6.59 1.86  0.5200
19 H 3.88 5.70 0.56  0.2434
20 H 5.74 4.01 0.60  0.2157
21 H 6.74 5.18 1.34  0.4868
22 H 6.08 5.63 -0.20  0.3610
23 C 0.97 -4.97 -0.86  -1.2667
24 C 1.57 -3.67 -0.37  1.2408
25 N 2.97 -3.71 0.03  0.3037
26 C 3.86 -3.86 -1.10  -0.2555
27 C 5.20 -4.50 -0.76  -1.3894
28 C 3.29 -2.51 0.76  0.2235
29 C 2.83 -2.49 2.22  -1.4486
30 H 0.83 -5.63 -0.03  0.2454
31 H 1.64 -5.47 -1.57  0.3805
32 H 0.00 -4.80 -1.28  0.2918
33 H 1.50 -2.95 -1.21  -0.4618
34 H 1.01 -3.20 0.46  -0.4725
35 H 3.38 -4.39 -1.94  0.5285
36 H 4.02 -2.89 -1.55  0.0302
37 H 4.97 -5.53 -0.46  0.3042
38 H 5.83 -4.60 -1.64  0.4213
39 H 5.73 -3.97 0.04  0.2864
40 H 3.00 -1.63 0.17  -0.5632
41 H 4.37 -2.38 0.73  0.6125
42 H 3.39 -1.73 2.79  0.3835
43 H 2.92 -3.47 2.66  0.4429
44 H 1.78 -2.25 2.36  0.0384
45 C 2.05 -0.28 -2.70  0.4179
46 C 2.73 1.04 -2.63  -1.4293
47 N 2.79 1.70 -1.28  1.2240
48 C 3.91 1.09 -0.53  -0.8568
49 C 3.77 1.29 0.99  -0.4373
50 C 3.08 3.14 -1.46  0.1012
51 C 1.84 3.99 -1.73  -0.5138
52 H 2.27 -0.76 -3.70  0.4572
53 H 0.97 -0.33 -2.58  -0.1761
54 H 2.43 -1.03 -2.03  -0.7895
55 H 3.77 1.02 -2.95  0.1939
56 H 2.19 1.76 -3.23  0.8998
57 H 3.99 0.00 -0.72  0.4157
58 H 4.78 1.61 -0.95  0.5340
59 H 2.72 1.17 1.27  0.0801
60 H 4.32 0.53 1.57  0.6720
61 H 4.06 2.32 1.30  -0.6320
62 H 3.81 3.28 -2.24  0.2679
63 H 3.51 3.54 -0.57  -0.4801
64 H 2.11 5.02 -1.79  0.6160
65 H 1.16 3.79 -0.93  -0.2431
66 H 1.30 3.70 -2.66  -0.0474
67 C -0.17 -6.13 5.77  -1.2060
68 C -1.45 -5.35 5.37  -0.4748
69 N -1.18 -4.46 4.29  0.2264
70 C -0.68 -5.14 3.08  0.1224
71 C -1.62 -6.21 2.45  -1.1508
72 C -2.28 -3.56 4.11  -0.8072
73 C -2.03 -2.38 3.13  -0.6134
74 H 0.70 -5.43 5.78  0.2837
75 H 0.08 -6.89 5.01  0.2310
76 H -0.30 -6.63 6.73  0.4391
77 H -2.30 -6.05 5.15  0.3441
78 H -1.79 -4.76 6.20  0.4389
79 H 0.31 -5.52 3.27  0.4305
80 H -0.59 -4.35 2.36  -0.5631
81 H -1.28 -6.51 1.47  0.4019
82 H -2.63 -5.76 2.26  0.2187
83 H -1.80 -7.05 3.14  0.3281
84 H -3.17 -4.11 3.79  0.3689
85 H -2.54 -3.19 5.12  0.4578
86 H -1.82 -2.68 2.10  -0.0520
87 H -2.91 -1.73 3.16  0.2035
88 H -1.20 -1.72 3.51  0.4038
89 C -4.52 -3.62 0.55  -0.0253
90 C -4.04 -3.04 -0.75  -0.2314
91 N -5.04 -2.89 -1.77  0.3295
92 C -5.71 -4.14 -2.00  -0.5451
93 C -6.35 -4.19 -3.37  -1.3935
94 C -5.99 -1.84 -1.53  -0.2648
95 C -5.31 -0.50 -1.37  -1.0564
96 H -3.61 -3.77 1.16  -0.5217
97 H -5.00 -4.59 0.40  0.3790
98 H -5.18 -2.90 1.08  0.2359
99 H -3.69 -2.06 -0.55  -0.4941
100 H -3.24 -3.68 -1.14  0.4155
101 H -4.97 -4.95 -1.96  0.4068
102 H -6.46 -4.35 -1.20  0.2942
103 H -6.51 -5.23 -3.65  0.4221
104 H -7.24 -3.58 -3.42  0.3386
105 H -5.63 -3.85 -4.07  0.3560
106 H -6.54 -2.00 -0.58  0.2282
107 H -6.64 -1.79 -2.40  0.3741
108 H -4.75 -0.43 -0.43  0.0318
109 H -6.06 0.33 -1.34  0.5003
110 H -4.60 -0.29 -2.25  0.1822
111 C -3.18 0.58 -4.77  -1.3768
112 C -2.38 1.80 -4.33  -0.0357
113 N -1.23 1.99 -5.17  0.3472
114 C -0.13 1.03 -4.93  0.3521
115 C 0.71 0.77 -6.19  -1.4884
116 C -0.65 3.31 -5.16  0.1754
117 C -1.40 4.36 -5.91  -1.6511
118 H -3.46 0.67 -5.83  0.3398
119 H -4.09 0.45 -4.15  0.4014
120 H -2.59 -0.35 -4.78  0.3140
121 H -3.03 2.66 -4.30  0.5031
122 H -1.97 1.65 -3.31  -0.0954
123 H 0.51 1.34 -4.10  -0.7343
124 H -0.59 0.11 -4.56  0.4609
125 H 1.61 0.23 -5.98  0.4190
126 H 0.03 0.19 -6.84  0.3543
127 H 0.94 1.70 -6.72  0.3057
128 H 0.36 3.19 -5.56  0.5743
129 H -0.50 3.68 -4.13  -0.3189
130 H -1.59 3.91 -6.90  0.3827
131 H -0.87 5.29 -5.94  0.4477
132 H -2.37 4.49 -5.47  0.2966
133 Cl -0.94 -1.12 -0.52  -0.0709
134 C 0.33 -0.27 0.35  1.2632
135 C 0.22 1.22 0.36  1.6190
136 Cl -0.87 1.91 1.62  -0.0039
137 H 1.30 -0.52 -0.13  -1.3888
138 H 0.28 -0.70 1.36  0.1589
139 H 0.01 1.56 -0.67  -0.3680
140 H 1.20 1.68 0.55  -1.5273
141 Cl -2.13 2.50 5.18  -0.1978
142 C -3.29 2.53 3.86  -0.0117
143 C -3.77 1.13 3.49  0.1023
144 Cl -4.91 1.29 2.10  -0.2059
145 H -2.76 2.96 2.99  -0.1881
146 H -4.18 3.10 4.14  0.4162
147 H -4.33 0.68 4.30  0.5006
148 H -2.93 0.50 3.16  -0.3305
149 Cl -1.74 4.34 -1.48  -0.0792
150 C -1.62 5.35 -0.02  -0.0452
151 C -2.88 6.10 0.30  -0.4690
152 Cl -2.62 7.25 1.66  -0.2229
153 H -0.77 6.04 -0.14  0.3017
154 H -1.35 4.64 0.79  -0.1714
155 H -3.64 5.41 0.68  0.2870
156 H -3.29 6.65 -0.54  0.3730

---

3.
DFT (ωB97M-V/def2-TZVPD) results for 7 unconnected molecules or ions with the total composition C42H102N6O3P in a non-equilibrium geometry.

- Highest occupied orbital energy (spin up / spin down): -11.23 / -17.34 eV
- Net charge: +4
- <S²>: 0.75
- Multiplicity: 2

Last column: Löwdin spin population.
Positions of all 154 atoms, in Å:
1 N -4.20 -1.13 -3.13  0.0541
2 H -4.63 -0.71 -3.95  0.0166
3 H -4.80 -1.46 -2.39  0.0159
4 H -3.42 -0.65 -2.70  0.0113
5 H -3.85 -2.03 -3.43  0.0541
6 N 1.02 -2.99 -3.11  0.1447
7 H 0.82 -2.06 -2.76  0.0387
8 H 0.76 -3.77 -2.52  0.0494
9 H 2.01 -3.01 -3.31  0.0456
10 H 0.54 -3.11 -3.98  0.0990
11 N -0.44 -0.03 -1.84  0.0538
12 O 0.43 -0.59 -1.10  0.0292
13 O -1.51 -0.57 -1.98  0.0691
14 O -0.20 0.95 -2.49  0.0289
15 C 5.19 2.54 6.86  0.0000
16 C 4.43 1.29 6.48  0.0000
17 C 3.80 1.43 5.05  0.0000
18 C 2.36 0.76 4.81  0.0000
19 P 2.02 0.37 2.97  0.0000
20 C 2.50 1.68 1.87  0.0001
21 C 4.02 1.72 1.39  0.0000
22 C 4.63 3.08 1.10  0.0000
23 C 6.06 2.90 0.40  0.0000
24 C 2.88 -1.16 2.61  0.0001
25 C 2.38 -1.91 1.44  0.0009
26 C 3.40 -3.03 0.95  0.0013
27 C 2.89 -4.06 -0.09  0.0142
28 C 0.21 0.07 2.58  0.0001
29 C -0.79 1.22 2.25  0.0003
30 C -0.90 2.16 3.37  0.0000
31 C -1.81 3.36 3.00  0.0000
32 H 5.71 2.29 7.78  0.0000
33 H 4.39 3.27 6.84  0.0000
34 H 5.98 2.82 6.15  0.0000
35 H 3.65 1.25 7.24  0.0000
36 H 5.06 0.41 6.36  0.0000
37 H 4.56 1.07 4.36  0.0000
38 H 3.68 2.50 4.84  0.0000
39 H 1.61 1.50 5.10  0.0000
40 H 2.18 -0.18 5.33  0.0000
41 H 2.26 2.66 2.29  0.0000
42 H 1.78 1.78 1.05  0.0001
43 H 3.93 1.22 0.43  0.0001
44 H 4.68 1.22 2.10  0.0000
45 H 4.64 3.54 2.08  0.0000
46 H 3.89 3.73 0.65  0.0000
47 H 6.53 3.86 0.16  0.0000
48 H 5.91 2.40 -0.56  0.0000
49 H 6.75 2.22 0.90  0.0000
50 H 2.99 -1.79 3.49  0.0000
51 H 3.89 -0.87 2.31  0.0000
52 H 2.06 -1.19 0.68  0.0012
53 H 1.42 -2.39 1.63  0.0002
54 H 3.73 -3.55 1.85  0.0002
55 H 4.22 -2.42 0.58  0.0006
56 H 2.83 -3.61 -1.08  0.0141
57 H 1.92 -4.46 0.21  0.0028
58 H 3.49 -4.97 -0.06  0.0008
59 H -0.17 -0.51 3.42  0.0000
60 H 0.14 -0.49 1.64  0.0001
61 H -1.76 0.79 2.03  0.0002
62 H -0.45 1.68 1.32  0.0003
63 H 0.00 2.69 3.68  0.0000
64 H -1.26 1.62 4.25  0.0000
65 H -1.66 4.26 3.59  0.0000
66 H -2.86 3.16 3.18  0.0000
67 H -1.58 3.78 2.03  0.0000
68 C -1.18 -3.31 0.27  0.0179
69 C -1.96 -3.07 1.60  0.0025
70 C -2.30 -4.41 2.28  0.0005
71 C -1.18 -5.48 2.49  0.0002
72 N -1.66 -6.86 3.09  0.0000
73 C -0.43 -7.72 3.49  0.0000
74 C 0.19 -8.19 2.14  0.0001
75 C -1.04 -8.33 1.21  0.0004
76 C -2.22 -7.70 1.99  0.0001
77 C -2.61 -6.78 4.29  0.0000
78 H -1.64 -4.12 -0.29  0.0151
79 H -0.14 -3.58 0.46  0.0027
80 H -1.13 -2.36 -0.27  0.0050
81 H -2.86 -2.45 1.56  0.0010
82 H -1.13 -2.68 2.19  0.0001
83 H -3.17 -4.97 1.94  0.0002
84 H -2.77 -4.03 3.18  0.0001
85 H -0.48 -4.99 3.17  0.0000
86 H -0.50 -5.75 1.68  0.0003
87 H -0.80 -8.51 4.14  0.0000
88 H 0.28 -7.15 4.09  0.0000
89 H 0.63 -9.14 2.43  0.0000
90 H 0.82 -7.43 1.67  0.0002
91 H -1.15 -9.40 1.04  0.0000
92 H -0.89 -7.73 0.32  0.0012
93 H -2.96 -8.40 2.36  0.0000
94 H -2.95 -7.09 1.46  0.0001
95 H -2.03 -6.68 5.21  0.0000
96 H -3.29 -7.63 4.36  0.0000
97 H -3.24 -5.92 4.08  0.0000
98 C -5.23 1.05 0.87  0.0007
99 C -4.13 0.90 -0.13  0.0039
100 C -3.32 2.16 -0.48  0.0011
101 C -4.09 3.28 -1.10  0.0009
102 N -3.19 4.45 -1.65  0.0001
103 C -2.80 5.38 -0.53  0.0000
104 C -4.04 6.34 -0.51  0.0000
105 C -4.42 6.62 -1.89  0.0000
106 C -4.08 5.36 -2.59  0.0001
107 C -2.08 3.86 -2.57  0.0009
108 H -5.96 1.85 0.77  0.0001
109 H -4.83 1.26 1.86  0.0001
110 H -5.77 0.12 1.05  0.0005
111 H -4.63 0.56 -1.04  0.0045
112 H -3.49 0.14 0.33  0.0008
113 H -2.59 1.70 -1.15  0.0008
114 H -2.89 2.46 0.47  0.0001
115 H -4.93 3.67 -0.54  0.0000
116 H -4.63 2.82 -1.93  0.0016
117 H -2.02 6.00 -0.98  0.0000
118 H -2.49 4.81 0.34  0.0000
119 H -3.56 7.01 0.20  0.0000
120 H -4.89 5.96 0.05  0.0000
121 H -3.97 7.55 -2.27  0.0000
122 H -5.43 7.01 -1.91  0.0000
123 H -3.58 5.63 -3.52  0.0000
124 H -4.94 4.73 -2.80  0.0001
125 H -2.54 3.35 -3.41  0.0014
126 H -1.38 3.35 -1.91  0.0000
127 H -1.55 4.76 -2.88  0.0001
128 C 3.31 2.20 -2.59  0.0022
129 C 3.14 2.17 -4.12  0.0018
130 C 1.67 2.71 -4.59  0.0015
131 N 1.22 2.04 -5.94  0.0008
132 C 2.09 2.63 -7.12  0.0004
133 C -0.24 2.34 -6.19  0.0017
134 C -0.95 0.97 -5.80  0.0176
135 C 0.07 0.01 -6.36  0.0376
136 C 1.38 0.45 -5.91  0.0242
137 H 3.67 3.15 -2.21  0.0001
138 H 3.86 1.32 -2.26  0.0019
139 H 2.36 2.02 -2.09  0.0008
140 H 3.36 1.23 -4.62  0.0021
141 H 3.90 2.76 -4.62  0.0000
142 H 1.51 3.78 -4.75  0.0000
143 H 0.82 2.51 -3.94  0.0006
144 H 2.06 1.96 -7.98  0.0001
145 H 3.15 2.83 -6.92  0.0000
146 H 1.63 3.54 -7.48  0.0000
147 H -0.46 2.58 -7.23  0.0003
148 H -0.58 3.13 -5.53  0.0005
149 H -1.97 1.03 -6.17  0.0049
150 H -1.18 0.72 -4.76  0.0118
151 H -0.11 -0.17 -7.42  0.0009
152 H -0.05 -0.99 -5.95  0.0474
153 H 2.21 0.09 -6.53  0.0032
154 H 1.49 0.10 -4.89  0.0236

---

no.,molar mass (g/mol),calculated total energy (a.u.)
1,1214.9,-6736.72118
2,904.0,-4751.02006
3,770.3,-2555.42604